Density functional theory data (wB97M-V/def2-TZVPD) for a structure of composition C55H51N2O3P2S2TeW in a non-equilibrium geometry.

Positions of all 117 atoms, in Å:
1 W -0.65 0.16 -0.76
2 S 0.46 -0.01 1.52
3 P -1.39 -0.76 2.03
4 C -2.02 -0.84 0.41
5 P -2.83 -2.03 -0.56
6 S -2.63 -1.01 -2.32
7 C -1.97 -3.65 -0.53
8 C -2.66 -4.85 -0.68
9 C -1.98 -6.04 -0.51
10 C -0.63 -6.04 -0.18
11 C 0.05 -4.84 -0.02
12 C -0.62 -3.65 -0.20
13 C -4.54 -2.39 -0.11
14 C -4.89 -2.30 1.23
15 C -6.16 -2.68 1.63
16 C -7.07 -3.13 0.70
17 C -6.72 -3.22 -0.64
18 C -5.45 -2.85 -1.06
19 C -2.42 0.45 2.90
20 C -3.51 1.01 2.23
21 C -4.34 1.91 2.88
22 C -4.09 2.23 4.20
23 C -3.01 1.68 4.88
24 C -2.16 0.80 4.23
25 C -1.00 -2.16 3.14
26 C -1.84 -2.53 4.18
27 C -1.49 -3.58 5.00
28 C -0.30 -4.27 4.78
29 C 0.54 -3.90 3.75
30 C 0.20 -2.85 2.93
31 H -3.71 -4.85 -0.91
32 H -2.51 -6.98 -0.62
33 H -0.11 -6.97 -0.04
34 H 1.09 -4.84 0.26
35 H -0.11 -2.69 -0.07
36 H -4.16 -1.93 1.94
37 H -6.43 -2.63 2.68
38 H -8.06 -3.43 1.01
39 H -7.44 -3.59 -1.36
40 H -5.17 -2.89 -2.10
41 H -3.70 0.73 1.20
42 H -5.18 2.33 2.36
43 H -4.74 2.93 4.71
44 H -2.84 1.92 5.91
45 H -1.30 0.38 4.74
46 H -2.76 -1.99 4.35
47 H -2.13 -3.87 5.82
48 H -0.03 -5.10 5.42
49 H 1.46 -4.43 3.59
50 H 0.88 -2.53 2.15
51 O -2.56 3.46 0.45
52 C -2.00 2.68 -0.27
53 O -1.08 1.81 0.10
54 C -2.22 2.60 -1.76
55 C -3.15 3.42 -2.40
56 C -3.22 3.39 -3.77
57 C -2.34 2.56 -4.49
58 C -2.33 2.51 -5.90
59 C -1.45 1.70 -6.56
60 C -0.54 0.91 -5.84
61 C -0.53 0.93 -4.47
62 C -1.42 1.74 -3.76
63 N -1.38 1.75 -2.39
64 H -3.79 4.04 -1.79
65 H -3.92 4.02 -4.30
66 H -3.03 3.13 -6.44
67 H -1.45 1.66 -7.64
68 H 0.18 0.30 -6.37
69 H 0.20 0.35 -3.92
70 C 0.85 -2.38 -3.67
71 C 1.20 -1.23 -2.74
72 O 2.19 -0.51 -3.01
73 N 0.42 -1.01 -1.71
74 Te 1.92 1.31 -0.98
75 C 3.39 2.79 -1.54
76 C 4.76 2.53 -1.47
77 C 5.31 1.14 -1.45
78 C 5.63 3.61 -1.45
79 C 5.18 4.92 -1.53
80 C 6.12 6.07 -1.41
81 C 3.82 5.13 -1.77
82 C 2.92 4.09 -1.80
83 C 1.46 4.32 -2.06
84 C 3.07 0.64 0.75
85 C 3.26 1.52 1.82
86 C 2.90 2.97 1.75
87 C 3.77 1.01 3.01
88 C 4.09 -0.33 3.17
89 C 4.53 -0.90 4.47
90 C 3.93 -1.17 2.07
91 C 3.41 -0.71 0.87
92 C 3.17 -1.69 -0.23
93 H 1.50 -2.33 -4.54
94 H -0.20 -2.30 -3.97
95 H 0.99 -3.33 -3.16
96 H 4.61 0.46 -1.95
97 H 5.48 0.80 -0.43
98 H 6.26 1.11 -1.98
99 H 6.68 3.42 -1.35
100 H 7.11 5.73 -1.12
101 H 5.76 6.77 -0.66
102 H 6.19 6.61 -2.35
103 H 3.45 6.14 -1.91
104 H 1.30 5.32 -2.45
105 H 0.88 4.21 -1.13
106 H 1.09 3.60 -2.79
107 H 1.90 3.09 1.32
108 H 3.60 3.52 1.13
109 H 2.90 3.41 2.75
110 H 3.89 1.68 3.85
111 H 4.74 -0.12 5.20
112 H 5.42 -1.51 4.35
113 H 3.75 -1.54 4.87
114 H 4.18 -2.21 2.17
115 H 3.86 -2.53 -0.15
116 H 3.31 -1.22 -1.20
117 H 2.15 -2.08 -0.17

Output
2S+1 = 2
E = -116340.834 eV
expectation value of S² = 0.7579
gap between HOMO and LUMO (alpha / beta) = 6.2 / 5.9 eV
net charge = +2
HOMO energy (alpha / beta) = -12.919 / -13.092 eV
lowest unoccupied orbital energy (alpha / beta) = -6.8 / -7.1 eV


Density functional theory data (wB97M-V/def2-TZVPD) for a cluster of 3 separate species, C4H14NO in total in a non-equilibrium geometry.

Positions of all 20 atoms, in Å:
1 C 2.76 -0.64 -0.16
2 C 2.55 0.36 0.96
3 N -1.90 0.08 0.87
4 C -2.70 0.69 -0.15
5 C -1.89 0.83 -1.43
6 H 3.47 -0.33 -0.92
7 H 1.85 -1.00 -0.65
8 H 3.16 -1.58 0.25
9 H 1.70 0.08 1.58
10 H 3.46 0.43 1.57
11 H 2.42 1.39 0.61
12 H -1.12 -0.53 0.58
13 H -3.00 1.68 0.18
14 H -3.65 0.16 -0.32
15 H -2.45 1.34 -2.21
16 H -1.05 1.51 -1.22
17 H -1.48 -0.12 -1.77
18 H -2.41 -0.32 1.65
19 H 0.17 -2.50 0.28
20 O 0.13 -1.53 0.30

Output
2S+1 = 2
E = -7909.554 eV
expectation value of S² = 0.7563
gap between HOMO and LUMO (alpha / beta) = 9.7 / 6.2 eV
energy above the lowest of the compared OMol25 structures with the same formula, charge and spin = 32.9 kcal/mol
HOMO energy (alpha / beta) = -8.999 / -8.612 eV
lowest unoccupied orbital energy (alpha / beta) = 0.7 / -2.4 eV


Density functional theory data (wB97M-V/def2-TZVPD) for a cluster of 2 separate species, C5H9FS in total in a non-equilibrium geometry.

Positions of all 16 atoms, in Å:
1 C -0.49 -0.52 1.25
2 C -0.46 0.08 -0.09
3 C -1.35 -0.78 -0.94
4 C 0.67 0.77 -0.65
5 C 1.91 0.78 0.09
6 H -1.61 -1.03 0.99
7 H 0.51 -1.30 1.29
8 H -0.72 0.27 2.47
9 H -1.08 -1.99 -0.93
10 H -2.35 -0.87 -0.48
11 H -1.50 -0.30 -1.97
12 H 0.54 0.66 -1.63
13 H 1.51 0.86 1.22
14 H 2.15 1.72 -0.38
15 F 2.84 -0.23 -0.24
16 S -0.59 1.90 -0.01

Output
E = -18878.462 eV
gap between HOMO and LUMO = 9.8 eV
energy above the lowest of the compared OMol25 structures with the same formula, charge and spin = 124.0 kcal/mol
HOMO energy = -9.043 eV
lowest unoccupied orbital energy = 0.7 eV


Density functional theory data (wB97M-V/def2-TZVPD) for a cluster of 2 separate species, C3H10N2O2 in total in a non-equilibrium geometry.

Positions of all 17 atoms, in Å:
1 C -3.07 -0.19 0.18
2 N -1.85 0.61 0.14
3 C -0.68 -0.42 0.07
4 C 0.76 0.25 0.25
5 N 0.83 1.33 1.01
6 O 1.80 -0.25 -0.22
7 H -3.02 -0.85 -0.70
8 H -3.95 0.47 0.07
9 H -3.20 -0.80 1.08
10 H -2.01 1.11 -0.74
11 H -0.83 -1.32 0.70
12 H -0.64 -0.75 -0.99
13 H -0.06 1.65 1.40
14 H 1.71 1.73 1.34
15 O 4.63 -0.99 -1.56
16 H 5.40 -1.28 -1.02
17 H 4.18 -0.31 -1.00

Output
E = -10348.003 eV
gap between HOMO and LUMO = 10.4 eV
SMILES = CNCC(N)=O.O
energy above the lowest of the compared OMol25 structures with the same formula, charge and spin = 34.2 kcal/mol
HOMO energy = -9.586 eV
lowest unoccupied orbital energy = 0.8 eV


Density functional theory data (wB97M-V/def2-TZVPD) for a cluster of 4 separate species, C2H12O3S in total in a non-equilibrium geometry.

Positions of all 18 atoms, in Å:
1 C 0.39 -1.38 2.25
2 C 1.35 -1.82 1.20
3 S 1.36 -0.89 -0.47
4 H 0.46 -0.31 2.41
5 H -0.64 -1.61 1.97
6 H 0.67 -1.89 3.17
7 H 1.25 -2.83 0.84
8 H 2.40 -1.74 1.43
9 H 1.26 0.05 -1.41
10 O -1.55 2.07 -1.19
11 H -2.23 2.44 -1.76
12 H -1.74 1.13 -1.01
13 O -2.10 -0.60 -0.46
14 H -2.08 -1.10 -1.29
15 H -1.49 -1.12 0.08
16 O 0.84 3.59 -1.91
17 H 0.26 2.90 -1.56
18 H 1.59 3.11 -2.28

Output
E = -19243.999 eV
gap between HOMO and LUMO = 8.5 eV
SMILES = CCS.O.O.O
energy above the lowest of the compared OMol25 structures with the same formula, charge and spin = 63.1 kcal/mol
HOMO energy = -9.094 eV
lowest unoccupied orbital energy = -0.6 eV